Entry 1:
Density functional theory data (ωB97M-V/def2-TZVPD) for a 2-piece molecular cluster, H9OPSi3 overall.

Last column: natural (NBO) charge in e.
Element x y z (Å)
Si  1.31758  1.45535  -0.51206  1.269
O  1.09708  -0.10327  -0.31512  -1.298
Si  1.39556  -1.70371  -0.11456  1.270
H  1.20598  1.68520  -2.08721  -0.191
H  0.23121  2.14377  0.07570  -0.225
H  2.60535  1.69888  0.19123  -0.204
H  0.13786  -2.25342  0.29844  -0.220
H  1.90679  -2.48109  -1.28818  -0.188
H  2.30155  -1.53067  0.96687  -0.211
Si  -2.03109  0.01787  0.99756  0.638
P  -2.61463  -0.06471  -1.08688  -0.331
H  -0.81373  -0.41629  1.70624  -0.157
H  -3.04470  0.62214  1.87457  -0.164
H  -3.69481  0.92996  -0.70661  0.013

Atomic forces in eV per Å
Si 0.8 0.4 -2.3
O -0.6 -1.8 -0.5
Si -0.1 0.9 -0.6
H 0.5 0.1 1.6
H -0.8 0.8 0.7
H -0.1 0.5 -0.4
H -0.7 -0.6 0.2
H 0.0 0.4 0.3
H 1.0 -0.8 0.9
Si -1.0 0.2 -2.0
P -0.2 1.1 2.0
H -0.1 -0.1 -0.1
H 0.2 0.1 0.3
H 1.0 -1.2 -0.3

The spin multiplicity is 1. The HOMO-LUMO gap comes out at 7.82 eV. As for the total charge: 0. For the HOMO energy, the calculation gives -8.39 eV. For the LUMO energy, the calculation gives -0.6 eV. For the calculated total energy, the calculation gives -1290.40181 Ha.

Entry 2:
Density functional theory data (ωB97M-V/def2-TZVPD) for C27H23BrF5N5O2SV as an isolated structure.

Last column: natural (NBO) charge in e.
Element x y z (Å)
V  0.69523  -0.23850  -1.15087  1.233
O  3.21397  -3.69222  1.53507  -0.675
C  1.98821  -4.18676  1.22170  0.393
C  1.85815  -5.57280  1.16202  -0.276
C  0.64985  -6.14885  0.82810  -0.170
C  -0.45462  -5.36148  0.53887  -0.234
C  -0.35472  -3.98986  0.64284  -0.176
C  0.84860  -3.40272  1.01657  -0.192
C  0.87391  -1.89619  1.21320  0.240
O  0.89617  -1.22308  0.05415  -0.659
N  -0.30498  -1.40846  1.91969  -0.425
N  -1.09918  -0.61144  1.23276  -0.215
C  -2.11631  -0.04091  1.75418  -0.080
C  -2.95454  0.81767  0.96926  -0.075
Br  -2.79480  0.51742  -0.92366  0.069
C  -3.82243  1.73023  1.43786  -0.208
C  -3.94999  2.12542  2.83379  -0.004
C  -5.21960  2.42964  3.33554  -0.214
C  -5.39345  2.79675  4.65586  -0.188
C  -4.29259  2.89949  5.49235  -0.198
C  -3.02464  2.63553  4.99880  -0.210
C  -2.84846  2.24316  3.68528  -0.220
H  3.35042  -2.79077  1.21932  0.485
H  2.72462  -6.17276  1.38741  0.232
H  0.56456  -7.22343  0.77673  0.224
H  -1.38598  -5.82074  0.24951  0.221
H  -1.20991  -3.35440  0.45658  0.216
H  1.76820  -1.61578  1.81342  0.177
H  -0.53776  -1.76633  2.84273  0.389
H  -2.39997  -0.20033  2.79546  0.200
H  -4.50260  2.21525  0.75297  0.231
H  -6.06858  2.35469  2.67326  0.216
H  -6.38134  3.00410  5.04171  0.223
H  -4.42121  3.19964  6.52123  0.222
H  -2.16419  2.73915  5.64254  0.218
H  -1.85160  2.08403  3.29832  0.211
C  2.82056  3.56974  0.52927  -0.410
N  2.69407  3.13110  -0.83214  -0.328
C  3.57320  3.30854  -1.86816  -0.032
C  3.03358  2.74247  -2.97135  -0.049
N  1.82055  2.19692  -2.60940  -0.375
C  1.63501  2.43235  -1.27874  0.265
S  0.29310  2.00954  -0.35171  -0.120
C  0.93348  1.50449  -3.45746  0.409
C  0.79050  1.92494  -4.77099  -0.232
C  -0.07063  1.21939  -5.59659  -0.107
C  -0.75351  0.13045  -5.06578  -0.225
C  -0.55167  -0.21398  -3.74215  0.077
N  0.28264  0.45428  -2.93271  -0.555
H  3.75797  4.10149  0.65647  0.232
H  2.79566  2.71351  1.20753  0.236
H  1.97882  4.21679  0.77967  0.235
H  4.51408  3.80634  -1.75864  0.250
H  3.45592  2.61576  -3.94756  0.252
H  1.34038  2.78146  -5.12930  0.247
H  -0.21446  1.52012  -6.62024  0.246
H  -1.41844  -0.44677  -5.68747  0.251
H  -1.05880  -1.05926  -3.28236  0.227
F  3.33492  -0.73743  -0.71595  -0.343
C  2.49755  -0.76434  -1.81890  0.220
F  3.18642  -0.04318  -2.75916  -0.344
C  2.41761  -2.20150  -2.33804  0.902
F  2.53638  -2.21384  -3.66633  -0.303
F  1.19012  -2.74257  -2.08821  -0.318
F  3.30653  -3.03115  -1.80816  -0.291

Atomic forces in eV per Å
V -2.3 4.6 -2.6
O 0.3 0.1 0.1
C -0.7 -0.1 -0.1
C 0.2 0.1 0.0
C 0.1 0.0 0.0
C -0.2 0.1 -0.1
C 0.2 -0.2 0.1
C 0.2 0.5 0.1
C 0.2 -1.3 2.0
O 1.5 -4.5 4.7
N 0.0 -0.1 0.4
N -0.5 0.5 0.1
C 0.5 -0.7 0.6
C -0.6 0.6 -0.4
Br -0.4 0.1 0.0
C 0.4 -0.5 -0.7
C -0.1 0.0 0.6
C 0.1 -0.1 -0.1
C 0.0 0.0 0.1
C 0.0 0.0 0.0
C 0.0 0.0 0.2
C -0.1 0.1 -0.2
H -0.1 -0.1 0.0
H 0.1 -0.1 0.0
H 0.0 -0.1 0.0
H -0.1 0.0 0.0
H -0.1 0.0 0.0
H -0.3 -0.1 -0.3
H 0.0 0.1 -0.3
H 0.0 0.1 0.0
H 0.0 0.0 -0.2
H -0.2 0.0 -0.1
H -0.1 0.0 0.0
H 0.0 0.0 0.1
H 0.1 0.0 0.1
H 0.1 0.0 0.0
C -0.1 0.2 0.8
N -0.5 -0.7 -0.7
C 0.1 0.0 -0.9
C 0.7 0.3 0.1
N 0.2 0.3 0.6
C -0.2 0.4 0.2
S -0.2 0.0 0.4
C -0.2 0.1 -0.3
C -0.1 -0.2 0.1
C 0.0 -0.2 0.5
C 0.1 0.1 -0.1
C -0.2 -0.1 -0.2
N -0.4 1.2 -3.0
H 0.0 0.0 -0.1
H 0.0 0.0 -0.1
H 0.1 0.0 0.0
H 0.2 0.1 0.1
H 0.0 0.0 -0.1
H 0.0 0.1 0.0
H 0.0 0.0 -0.2
H -0.1 -0.1 0.1
H 0.0 0.0 -0.2
F 0.2 -0.2 0.1
C 1.6 0.1 -0.1
F 0.1 0.0 -0.3
C 0.0 -0.9 -0.5
F 0.1 0.0 -0.2
F 0.0 0.3 0.0
F 0.1 0.1 0.0

The spin multiplicity is 3. The HOMO-LUMO gap (spin up / spin down) comes out at 6.75 / 6.71 eV. As for the total charge: +1. For the HOMO energy (spin up / spin down), the calculation gives -10.19 / -10.19 eV. For the LUMO energy (spin up / spin down), the calculation gives -3.4 / -3.5 eV. For the calculated total energy, the calculation gives -5882.21633 Ha.

Entry 3:
Density functional theory data (ωB97M-V/def2-TZVPD) for a 2-piece molecular cluster, CH8N5S overall.

Last column: natural (NBO) charge in e.
Element x y z (Å)
C  0.94302  1.86613  0.35001  0.203
N  -0.10025  2.12650  1.13189  -0.758
N  0.07911  -1.34813  0.90776  -1.077
N  -0.45475  -0.52961  -1.80528  -0.461
N  0.74188  0.93372  -0.67698  -0.337
N  -0.33700  0.26382  -0.81356  0.200
S  2.45307  2.50365  0.46902  -0.022
H  -0.01545  2.82640  1.85213  0.443
H  -0.99992  1.70441  0.95853  0.416
H  0.96700  -1.29346  1.39713  0.384
H  -0.03611  -2.30998  0.60499  0.377
H  -1.32553  -1.03837  -1.88020  0.432
H  0.31756  -0.76574  -2.42858  0.398
H  1.57839  0.77760  -1.25335  0.421
H  -0.64942  -1.16739  1.58959  0.380

Atomic forces in eV per Å
C 0.9 1.0 1.0
N -0.4 -0.3 -0.3
N 0.1 -0.4 0.4
N 0.4 0.3 0.0
N -0.3 -1.0 -1.3
N -0.1 0.6 -0.3
S -0.5 -0.3 -0.2
H 0.1 -0.1 -0.1
H 0.0 0.1 0.1
H 0.0 -0.1 0.1
H 0.0 0.0 0.1
H 0.0 0.1 0.1
H -0.1 0.1 0.1
H -0.2 0.0 0.1
H 0.0 -0.1 0.1

The spin multiplicity is 1. The HOMO-LUMO gap comes out at 7.69 eV. As for the total charge: +1. For the HOMO energy, the calculation gives -12.92 eV. For the LUMO energy, the calculation gives -5.2 eV. For the calculated total energy, the calculation gives -714.56859 Ha.

For each record above, in turn, the calculated relative energy (zero: lowest compared OMol25 entry of this formula, charge and spin) values are 1.2049 3.0785 0.6571 eV.